1.
ORCA calculation (the ωB97M-V functional and the def2-TZVPD basis) on C42H31GeMgN5O3SSe as an isolated structure in a non-equilibrium geometry.

The geometry in ORCA input format:
```
! wB97M-V def2-TZVPD RIJCOSX def2/J DEFGRID3
* xyz -2 1
Mg 10.753 11.216 12.867
C 12.876 7.478 11.500
C 11.836 6.547 11.545
C 10.514 6.986 11.779
C 10.322 8.331 12.075
N 11.350 9.261 12.052
C 12.555 8.799 11.688
C 8.994 8.953 12.364
C 7.794 8.299 12.519
C 6.632 9.018 12.745
C 6.694 10.411 12.706
C 7.927 11.063 12.565
N 9.080 10.320 12.410
C 8.177 12.504 12.502
C 7.138 13.453 12.478
C 7.467 14.808 12.655
C 8.791 15.168 12.941
C 9.790 14.194 13.041
N 9.472 12.881 12.778
H 13.931 7.208 11.293
H 12.034 5.514 11.410
H 9.662 6.311 11.635
H 13.348 9.510 11.490
H 7.736 7.212 12.516
H 5.670 8.492 12.915
H 5.802 10.996 12.886
H 6.166 13.141 12.129
H 6.669 15.537 12.650
H 9.097 16.185 13.114
H 10.822 14.426 13.329
O 12.427 13.078 15.116
C 11.795 12.146 15.625
N 10.985 11.275 14.886
S 10.422 10.046 15.837
O 8.981 10.008 15.675
O 11.209 8.846 15.548
C 10.941 10.768 17.368
C 10.737 10.354 18.664
C 11.084 11.278 19.656
C 11.856 12.382 19.376
C 12.167 12.737 18.099
C 11.759 11.818 17.087
H 10.218 9.409 18.852
H 10.722 11.081 20.673
H 12.166 13.038 20.155
H 12.641 13.660 17.780
C 13.684 12.297 12.338
Ge 15.604 11.935 12.361
C 16.186 12.049 10.520
C 16.398 10.848 9.789
C 16.639 10.894 8.429
C 16.595 12.115 7.711
C 16.353 13.299 8.454
C 16.186 13.246 9.807
C 16.435 13.267 13.537
C 15.722 13.583 14.743
C 15.942 14.786 15.395
C 16.906 15.704 14.927
C 17.636 15.414 13.808
C 17.353 14.209 13.123
C 15.910 10.299 13.372
C 14.923 9.893 14.256
C 15.156 8.819 15.099
C 16.399 8.176 15.096
C 17.386 8.555 14.159
C 17.119 9.625 13.301
H 13.183 12.373 13.343
H 16.235 9.854 10.246
H 16.766 9.955 7.874
H 16.532 12.133 6.630
H 16.215 14.226 7.907
H 16.076 14.174 10.381
H 14.926 12.927 15.049
H 15.322 15.049 16.245
H 16.945 16.666 15.423
H 18.271 16.104 13.257
H 17.988 14.117 12.218
H 13.869 10.276 14.192
H 14.330 8.514 15.735
H 16.645 7.441 15.878
H 18.351 8.018 14.120
H 17.851 9.824 12.483
Se 11.931 13.832 8.765
C 12.667 13.224 10.272
N 12.962 12.636 11.276
*
```

Values from the calculation:
total energy: -195792.3623 eV
orbital gap (spin up / spin down): 0.1262 / 0.1209 Ha
energy above the lowest of the compared OMol25 structures with the same formula, charge and spin: 0.00 kcal per mole
E_LUMO (spin up / spin down): 4.001 / 4.002 eV

Löwdin atomic charge list, values in e, 6 entries:
1 Mg 0.653
2 C -0.130
3 C -0.128
4 C -0.047
5 C -0.232
6 N 0.021

=====

2.
ORCA calculation (the ωB97M-V functional and the def2-TZVPD basis) on C42H31N7O3S4Ti as an isolated structure in a non-equilibrium geometry.

The geometry in ORCA input format:
```
! wB97M-V def2-TZVPD RIJCOSX def2/J DEFGRID3
* xyz -1 2
Ti 0.156 0.492 -1.764
S -0.959 2.263 -0.142
C -2.428 1.529 0.442
C -2.986 1.977 1.637
C -4.126 1.398 2.182
C -4.627 1.883 3.439
N -5.024 2.287 4.440
C -4.742 0.339 1.505
C -4.230 -0.078 0.284
C -3.102 0.513 -0.285
S -2.589 0.068 -1.878
C -5.898 -0.322 2.050
N -6.815 -0.868 2.479
H -2.508 2.793 2.161
H -4.727 -0.876 -0.251
C -0.884 0.636 4.063
C 0.553 0.558 4.553
C 0.759 1.685 5.574
C 0.774 -0.798 5.235
C 1.557 0.713 3.409
C 2.923 0.759 3.748
C 3.901 0.909 2.800
C 3.507 1.002 1.470
S 4.527 1.114 0.084
C 3.123 1.078 -0.910
N 1.973 0.994 -0.305
C 2.167 0.941 1.091
C 1.182 0.802 2.079
C 3.205 1.048 -2.369
C 4.411 1.260 -3.036
C 4.445 1.195 -4.415
C 3.265 0.915 -5.100
C 2.085 0.704 -4.405
C 1.997 0.760 -3.005
H -1.573 0.525 4.903
H -1.112 -0.141 3.336
H -1.082 1.597 3.596
H 0.022 1.600 6.375
H 0.638 2.662 5.104
H 1.749 1.652 6.026
H 0.051 -0.927 6.044
H 1.775 -0.883 5.659
H 0.641 -1.613 4.525
H 3.215 0.667 4.785
H 4.946 0.928 3.074
H 0.147 0.780 1.777
H 5.322 1.472 -2.488
H 5.372 1.355 -4.950
H 3.271 0.857 -6.182
H 1.197 0.492 -4.995
N -1.536 0.486 -4.707
C -1.263 1.775 -4.260
C -1.882 2.819 -4.967
C -1.585 4.113 -4.615
C -0.665 4.361 -3.597
C -0.124 3.279 -2.946
N -0.442 2.008 -3.244
C -1.087 -0.775 -4.348
C -1.583 -1.860 -5.087
C -1.119 -3.120 -4.800
C -0.145 -3.290 -3.814
C 0.288 -2.177 -3.136
N -0.207 -0.945 -3.369
H -2.299 0.457 -5.364
H -2.573 2.594 -5.767
H -2.058 4.932 -5.140
H -0.387 5.360 -3.301
H 0.601 3.404 -2.150
H -2.323 -1.693 -5.858
H -1.502 -3.971 -5.347
H 0.272 -4.255 -3.570
H 1.057 -2.248 -2.372
O 3.481 -2.752 1.744
S 2.452 -3.274 0.886
O 2.740 -4.462 0.127
N 1.870 -2.106 -0.093
C 0.629 -1.809 0.214
O -0.082 -0.952 -0.365
C 0.025 -2.631 1.313
C -1.273 -2.610 1.793
C -1.593 -3.497 2.814
C -0.639 -4.376 3.321
C 0.660 -4.403 2.822
C 0.959 -3.512 1.810
H -1.996 -1.916 1.381
H -2.595 -3.504 3.221
H -0.915 -5.055 4.117
H 1.399 -5.090 3.208
*
```

Values from the calculation:
total energy: -127093.7306 eV
orbital gap (spin up / spin down): 0.2357 / 0.2359 Ha
energy above the lowest of the compared OMol25 structures with the same formula, charge and spin: 6.58 kcal per mole
E_LUMO (spin up / spin down): 1.927 / 1.928 eV

Löwdin atomic charge list, values in e, 6 entries:
1 Ti 0.742
2 S 0.659
3 C -0.669
4 C -0.093
5 C -0.209
6 C -0.194

=====

3.
ORCA calculation (the ωB97M-V functional and the def2-TZVPD basis) on C42H32F6N3O8PV as an isolated structure in a non-equilibrium geometry.

The geometry in ORCA input format:
```
! wB97M-V def2-TZVPD RIJCOSX def2/J DEFGRID3
* xyz -1 3
V -0.316 1.123 -0.238
O -2.560 -0.819 -0.234
C -2.235 -1.776 0.761
C -0.711 -1.683 0.965
O -0.066 -2.484 1.599
O -0.186 -0.621 0.395
C -2.898 -1.410 2.090
C -2.602 -2.119 3.252
C -3.139 -1.725 4.466
C -3.979 -0.621 4.543
C -4.293 0.072 3.387
C -3.754 -0.321 2.168
C -2.577 -3.158 0.231
C -3.570 -3.952 0.778
C -3.873 -5.186 0.210
C -3.184 -5.626 -0.905
C -2.188 -4.827 -1.461
C -1.889 -3.602 -0.897
H -3.454 -0.992 -0.547
H -1.923 -2.960 3.207
H -2.877 -2.268 5.364
H -4.353 -0.278 5.496
H -4.919 0.950 3.440
H -3.963 0.268 1.286
H -4.112 -3.614 1.651
H -4.649 -5.799 0.646
H -3.417 -6.586 -1.344
H -1.647 -5.163 -2.334
H -1.118 -2.981 -1.337
O -2.758 2.519 6.265
C -2.400 3.396 5.458
O -2.319 4.624 5.596
C -1.807 2.841 4.150
C -1.301 1.550 4.094
C -0.831 1.040 2.897
N -0.860 1.746 1.769
C -1.284 3.016 1.825
C -1.757 3.601 2.978
C -1.125 3.755 0.525
O -1.421 4.902 0.321
O -0.554 2.956 -0.409
H -1.314 0.949 4.990
H -0.420 0.040 2.829
H -2.077 4.633 2.988
N 3.767 1.020 0.051
P 2.557 0.749 -1.127
C 3.475 1.157 -2.644
C 4.377 0.311 -3.280
C 5.071 0.746 -4.399
C 4.866 2.026 -4.894
C 3.966 2.876 -4.268
C 3.273 2.440 -3.149
C 2.511 -1.088 -1.180
C 2.896 -1.848 -0.085
C 2.781 -3.231 -0.110
C 2.284 -3.869 -1.234
C 1.890 -3.113 -2.333
C 1.999 -1.735 -2.302
C 3.513 1.607 1.278
C 4.579 1.943 2.125
C 4.288 2.513 3.341
C 2.960 2.744 3.692
C 1.988 2.373 2.785
N 2.244 1.805 1.605
H 4.737 0.836 -0.163
H 4.529 -0.694 -2.908
H 5.770 0.080 -4.889
H 5.404 2.358 -5.772
H 3.795 3.872 -4.653
H 2.561 3.098 -2.665
H 3.253 -1.362 0.813
H 3.060 -3.805 0.762
H 2.186 -4.946 -1.250
H 1.484 -3.597 -3.211
H 1.659 -1.155 -3.151
H 5.600 1.760 1.817
H 5.091 2.781 4.016
H 2.684 3.189 4.635
H 0.943 2.534 3.014
C 0.152 1.088 -4.502
C -0.868 0.834 -3.388
O -0.228 0.669 -2.204
C -1.850 2.027 -3.345
F -2.612 2.090 -4.459
F -2.695 1.963 -2.302
F -1.188 3.185 -3.265
C -1.652 -0.452 -3.761
F -0.896 -1.535 -3.524
F -2.796 -0.602 -3.083
F -1.982 -0.496 -5.070
H 0.724 1.976 -4.245
H -0.307 1.224 -5.480
H 0.838 0.244 -4.550
*
```

Values from the calculation:
total energy: -116213.1628 eV
orbital gap (spin up / spin down): 0.2793 / 0.2835 Ha
energy above the lowest of the compared OMol25 structures with the same formula, charge and spin: 37.05 kcal per mole
E_LUMO (spin up / spin down): 1.994 / 2.107 eV

Löwdin atomic charge list, values in e, 6 entries:
1 V 1.121
2 O -0.006
3 C -0.328
4 C -0.524
5 O 0.113
6 O -0.176

=====

4.
ORCA calculation (the ωB97M-V functional and the def2-TZVPD basis) on C42H33BrN5O4ReS2 as an isolated structure.

The geometry in ORCA input format:
```
! wB97M-V def2-TZVPD RIJCOSX def2/J DEFGRID3
* xyz 3 4
Re 0.026 0.037 -0.362
Br 2.417 1.188 2.317
C 0.932 0.122 2.739
C 0.779 -0.214 4.076
C -0.326 -0.942 4.473
C -1.265 -1.305 3.517
C -1.042 -0.947 2.212
N 0.051 -0.251 1.793
C -2.030 -1.326 1.147
O -3.064 -1.871 1.352
O -1.588 -0.986 -0.076
H 1.525 0.107 4.787
H -0.456 -1.214 5.512
H -2.165 -1.856 3.753
C 1.847 -2.389 -7.768
C 1.332 -1.786 -6.499
C 1.412 -2.481 -5.291
C 0.906 -1.940 -4.122
C 0.315 -0.685 -4.182
C 0.233 0.052 -5.361
C 0.748 -0.514 -6.510
S -0.422 0.052 -2.775
O -0.189 1.519 -2.768
C -2.126 -0.381 -2.737
C -2.366 -1.770 -2.855
C -3.617 -2.245 -2.608
C -4.657 -1.371 -2.208
C -5.943 -1.876 -1.913
C -6.943 -1.035 -1.512
C -6.696 0.346 -1.385
C -5.463 0.865 -1.669
C -4.407 0.022 -2.097
C -3.097 0.527 -2.380
C -2.924 2.008 -2.313
C -3.540 2.767 -3.352
C -4.079 2.141 -4.509
C -4.655 2.888 -5.495
C -4.737 4.293 -5.381
C -4.223 4.924 -4.286
C -3.605 4.180 -3.254
C -3.058 4.824 -2.120
C -2.407 4.113 -1.160
C -2.336 2.702 -1.275
S -1.425 1.945 0.042
O -2.233 1.625 1.206
C -0.171 3.114 0.471
C -0.154 3.543 1.795
C 0.803 4.466 2.178
C 1.741 4.953 1.266
C 2.752 5.971 1.697
C 1.696 4.491 -0.054
C 0.746 3.573 -0.467
H 2.542 -3.202 -7.573
H 2.342 -1.642 -8.387
H 1.014 -2.793 -8.349
H 1.878 -3.457 -5.266
H 0.980 -2.486 -3.189
H -0.213 1.039 -5.375
H 0.697 0.039 -7.439
H -1.572 -2.444 -3.147
H -3.828 -3.302 -2.703
H -6.119 -2.939 -2.005
H -7.925 -1.426 -1.286
H -7.491 1.002 -1.060
H -5.299 1.928 -1.557
H -4.030 1.066 -4.612
H -5.059 2.402 -6.373
H -5.211 4.866 -6.166
H -4.278 6.001 -4.192
H -3.155 5.897 -2.023
H -1.988 4.623 -0.305
H -0.898 3.184 2.494
H 0.810 4.831 3.198
H 3.355 5.595 2.524
H 2.253 6.872 2.056
H 3.411 6.259 0.880
H 2.379 4.908 -0.786
H 0.692 3.254 -1.501
N 6.488 1.232 -1.161
C 5.246 1.599 -0.919
N 4.961 2.804 -0.434
N 4.284 0.709 -1.213
C 3.075 0.620 -0.967
N 1.927 0.419 -0.768
H 7.277 1.834 -0.983
H 6.666 0.312 -1.535
H 5.687 3.469 -0.214
H 4.006 3.070 -0.250
*
```

Values from the calculation:
total energy: -153548.0377 eV
orbital gap (spin up / spin down): 0.1800 / 0.1662 Ha
E_LUMO (spin up / spin down): -10.111 / -10.451 eV

Löwdin atomic charge list, values in e, 6 entries:
1 Re 1.470
2 Br 0.911
3 C -0.668
4 C -0.062
5 C 0.040
6 C 0.067